{"formula": "C36H41FeGeN5O2S2", "method": "wB97M-V/def2-TZVPD", "elements": ["Fe", "C", "C", "C", "C", "C", "C", "C", "N", "C", "N", "C", "C", "C", "C", "C", "C", "C", "N", "C", "C", "C", "C", "C", "C", "C", "H", "H", "H", "H", "H", "H", "H", "H", "H", "H", "H", "H", "H", "H", "H", "H", "H", "H", "H", "H", "H", "H", "O", "C", "C", "C", "C", "C", "C", "C", "O", "N", "N", "C", "S", "C", "C", "S", "H", "H", "H", "H", "H", "H", "H", "H", "H", "C", "Ge", "C", "C", "C", "H", "H", "H", "H", "H", "H", "H", "H", "H", "H"], "positions_angstrom": [[0.05828, -1.18191, -0.35528], [0.13833, 5.60463, 1.38528], [1.07558, 5.51481, 0.21286], [1.72420, 6.63689, -0.28489], [2.59538, 6.55948, -1.36324], [2.80763, 5.33133, -1.97001], [2.15878, 4.19447, -1.50572], [1.30422, 4.27788, -0.40746], [0.62279, 3.16442, 0.11279], [0.83687, 1.82746, -0.25879], [2.14438, 1.45962, -0.22747], [2.77945, 0.25075, -0.66797], [2.04462, -0.89081, -0.98490], [2.81489, -1.95295, -1.48759], [4.19678, -1.90879, -1.62044], [4.87697, -0.76434, -1.22444], [4.18158, 0.33613, -0.74570], [4.92259, 1.57943, -0.31814], [-0.12796, 1.04373, -0.54230], [-1.45719, 1.53478, -0.55931], [-2.21888, 1.51179, 0.60412], [-3.54606, 1.92753, 0.57878], [-4.11400, 2.35742, -0.61201], [-3.34764, 2.36273, -1.77234], [-2.01829, 1.95402, -1.76931], [-1.19355, 1.93582, -3.02694], [0.17654, 6.59648, 1.83446], [0.39167, 4.86579, 2.14926], [-0.90055, 5.41629, 1.09354], [1.54684, 7.59204, 0.19776], [3.09705, 7.44804, -1.72493], [3.47243, 5.24932, -2.82151], [2.30955, 3.24227, -1.99953], [-0.32703, 3.33086, 0.40897], [2.75624, 2.18465, 0.10064], [2.30865, -2.87311, -1.76668], [4.74562, -2.75966, -2.00954], [5.96042, -0.71563, -1.28632], [5.99809, 1.42843, -0.40941], [4.72066, 1.83837, 0.72794], [4.66349, 2.45411, -0.92617], [-1.76263, 1.11852, 1.50725], [-4.13576, 1.89269, 1.48687], [-5.15082, 2.66981, -0.64452], [-3.79266, 2.67885, -2.71012], [-1.82271, 2.09977, -3.90260], [-0.67587, 0.98151, -3.13729], [-0.42401, 2.71339, -3.01138], [-4.03585, -5.00932, -1.14427], [-4.56282, -3.80670, -1.42910], [-5.92156, -3.74615, -1.75394], [-6.51890, -2.53358, -2.03851], [-5.78276, -1.35083, -2.00863], [-4.43497, -1.41132, -1.69851], [-3.80904, -2.62204, -1.41267], [-2.35236, -2.59506, -1.06893], [-1.74089, -1.50045, -1.21176], [-1.83060, -3.73499, -0.64935], [-0.50784, -3.53531, -0.25762], [0.12483, -4.57470, 0.07223], [1.68581, -4.43765, 0.88021], [2.13177, -6.18291, 0.74558], [1.18460, -6.88866, -0.22450], [-0.49014, -6.22966, -0.06808], [-3.10219, -4.84353, -0.83691], [-6.48438, -4.67175, -1.76452], [-7.57574, -2.50747, -2.27915], [-6.25176, -0.39931, -2.22233], [-3.82771, -0.51523, -1.66825], [2.09863, -6.63567, 1.73611], [3.15130, -6.24102, 0.36465], [1.13825, -7.95962, -0.02556], [1.52377, -6.74105, -1.24940], [-0.38686, 0.39784, 4.49145], [0.54511, -0.93181, 3.37989], [0.54736, -2.58712, 4.43374], [2.40314, -0.32720, 3.28237], [-0.24313, -1.14479, 1.67021], [-0.00418, 0.39012, 5.51735], [-1.45775, 0.17742, 4.51665], [-0.25263, 1.40311, 4.08026], [0.92578, -2.41724, 5.44676], [1.17014, -3.33955, 3.94281], [-0.47029, -2.98111, 4.49617], [2.82862, -0.24101, 4.28676], [2.46125, 0.64846, 2.79021], [3.00357, -1.03382, 2.70247], [-1.29458, -1.45844, 1.82990]], "forces_ev_per_a": [[0.31, 0.00, 0.71], [0.00, 0.02, 0.00], [0.01, 0.09, -0.01], [-0.03, -0.01, 0.06], [0.00, -0.05, -0.01], [-0.02, -0.04, 0.01], [0.05, 0.06, -0.03], [-0.13, -0.13, 0.06], [0.10, -0.03, -0.04], [0.30, 0.17, -0.08], [-0.09, -0.27, 0.09], [-0.08, 0.47, 0.00], [0.07, -0.36, -0.08], [0.03, -0.01, -0.01], [-0.07, 0.09, 0.03], [0.03, 0.01, 0.02], [-0.06, 0.01, -0.06], [0.03, 0.01, -0.03], [-0.46, -0.15, -0.11], [0.22, -0.04, -0.04], [-0.11, 0.02, 0.06], [0.08, -0.02, -0.02], [0.08, -0.02, 0.01], [0.01, 0.00, -0.01], [-0.06, 0.03, -0.08], [-0.02, 0.02, 0.00], [0.00, -0.01, -0.01], [0.01, 0.02, -0.01], [0.03, 0.00, -0.02], [0.01, -0.01, -0.01], [-0.01, -0.02, 0.00], [-0.01, 0.00, 0.02], [-0.01, 0.05, 0.01], [-0.02, 0.05, -0.01], [0.03, -0.02, 0.07], [0.00, 0.01, 0.01], [-0.02, 0.00, 0.01], [-0.04, -0.01, -0.01], [0.00, -0.01, 0.00], [0.02, -0.03, -0.02], [-0.01, -0.05, 0.02], [-0.01, 0.01, -0.03], [0.01, 0.00, -0.02], [0.02, -0.01, 0.00], [0.00, 0.00, 0.01], [0.01, 0.01, 0.02], [-0.03, -0.02, 0.04], [-0.01, 0.00, 0.02], [-0.05, 0.01, 0.08], [-0.09, 0.00, 0.00], [0.09, -0.04, 0.01], [-0.05, 0.08, -0.01], [0.07, -0.11, 0.02], [-0.08, 0.03, -0.06], [0.22, -0.03, 0.10], [-0.53, -0.22, -0.28], [0.08, 0.32, -0.05], [0.48, 0.34, 0.10], [-0.35, 0.05, -0.29], [0.03, -0.16, 0.28], [0.03, 0.26, -0.24], [-0.06, -0.22, -0.02], [0.11, -0.09, 0.06], [0.02, 0.04, 0.02], [0.02, -0.02, -0.12], [0.01, 0.03, 0.00], [0.00, 0.00, -0.01], [-0.01, 0.00, 0.00], [-0.01, 0.00, 0.01], [-0.06, -0.02, -0.01], [0.03, -0.04, 0.06], [0.05, 0.01, 0.00], [-0.01, 0.01, -0.02], [-0.13, 0.18, 0.17], [0.10, 0.05, -0.22], [0.00, -0.23, 0.13], [0.25, 0.06, -0.01], [-0.38, -0.17, -0.25], [-0.04, 0.03, -0.05], [0.05, 0.04, 0.03], [-0.03, -0.05, 0.03], [-0.03, -0.03, -0.05], [-0.05, 0.03, 0.04], [0.06, -0.01, 0.04], [0.04, 0.02, -0.06], [0.00, -0.05, 0.02], [-0.03, 0.05, 0.02], [0.07, 0.01, 0.05]], "lowdin_spin": [3.737, 0.000, 0.000, 0.000, 0.000, 0.000, 0.000, 0.000, 0.002, 0.006, 0.004, 0.018, 0.045, 0.022, 0.000, 0.011, 0.000, -0.001, 0.049, 0.005, 0.018, 0.001, 0.004, 0.000, 0.003, 0.001, 0.000, 0.000, 0.000, 0.000, 0.000, 0.000, 0.000, 0.000, 0.000, 0.003, 0.000, 0.001, 0.000, 0.000, 0.000, 0.015, 0.000, 0.000, 0.000, 0.000, 0.000, 0.000, 0.001, 0.001, 0.000, 0.000, 0.000, 0.001, 0.001, 0.009, 0.054, 0.006, 0.042, 0.013, 0.012, 0.001, 0.001, 0.005, 0.000, 0.000, 0.000, 0.000, 0.000, 0.000, 0.000, 0.000, 0.000, 0.023, 0.118, 0.028, -0.001, 0.678, 0.003, 0.001, 0.000, 0.003, 0.000, 0.001, 0.000, 0.000, 0.000, 0.053], "multiplicity": 6, "lumo_ev": [2.36, 2.36], "e_above_lowest_kcal_mol": 0.0, "s_squared": 8.77, "homo_ev": [-3.617, -4.250], "fmax_ev_per_a": 0.78, "total_charge": -1}